Formula: H24O12
Source: the Open Molecules 2025 dataset
Level of theory: ωB97M-V/def2-TZVPD

Results
- HOMO-LUMO gap: 8.79 eV
- Lowest unoccupied orbital energy: -0.013 Eh
- ΔE to the lowest compared entry with this formula, charge and spin: 721.79 kJ/mol
- Multiplicity: 1

Each line ends with the natural charge from an NBO analysis.
Element x y z (Å)
H: -0.437 -3.134 -2.091  0.467
H: 1.333 4.105 2.360  0.473
H: 2.706 -2.114 -1.025  0.463
H: -2.018 3.570 0.828  0.485
O: -3.610 -0.862 0.314  -0.912
H: -1.337 0.360 0.646  0.477
H: -0.764 0.454 -0.834  0.481
H: 1.994 1.740 0.397  0.459
H: -1.567 2.158 1.377  0.448
H: 3.806 -3.331 -0.869  0.488
O: -2.006 2.935 1.567  -0.937
H: 1.953 4.090 1.021  0.472
H: -4.061 -0.558 -0.451  0.458
H: -2.135 0.528 2.088  0.394
H: 1.324 -1.689 -4.716  0.482
H: 0.154 -2.528 1.995  0.462
H: 0.750 -2.727 -1.223  0.455
H: 0.355 1.597 3.520  0.465
O: 1.218 3.618 1.558  -0.944
H: -3.663 0.143 2.134  0.510
H: 1.257 0.800 2.606  0.454
O: -2.851 0.186 1.497  -0.927
H: -0.051 -2.140 -5.238  0.472
O: -1.014 -0.179 -0.085  -0.966
O: 3.481 -2.537 -1.400  -0.950
H: -2.797 -1.389 -0.030  0.487
O: 2.671 1.413 0.905  -0.900
H: 2.270 0.533 1.155  0.447
O: 0.510 -3.322 -2.005  -0.923
O: 1.098 0.917 3.550  -0.924
H: -0.409 -3.237 3.242  0.474
O: 0.432 -3.080 2.698  -0.936
O: 0.397 2.039 -3.460  -0.939
O: 0.352 -1.419 -4.742  -0.954
H: 0.636 1.228 -3.027  0.467
H: 0.024 1.831 -4.264  0.473

Cartesian forces, eV/Å:
0.2 -0.1 -0.2
-0.3 0.2 1.2
0.2 -0.5 0.5
0.4 -0.9 0.4
-1.7 -7.0 -5.6
-0.1 -0.2 -0.7
-0.6 -1.3 1.7
-2.5 1.8 -2.0
1.4 -1.8 -1.2
-1.2 1.9 -0.8
-1.8 3.3 0.9
-1.8 -1.5 0.9
-0.8 0.0 -1.6
-0.6 0.3 1.1
-2.0 0.5 0.1
-0.5 0.9 -1.1
-0.5 -1.4 -1.6
1.5 -1.2 0.3
1.9 1.5 -2.2
2.3 0.2 -1.7
0.3 0.2 0.3
2.1 4.5 8.2
-0.1 0.1 0.1
1.8 1.1 -2.0
1.2 -1.3 0.3
-2.3 1.6 0.8
1.5 -3.4 2.1
1.3 1.1 -0.4
0.1 1.4 1.8
-1.9 1.2 -0.3
1.9 0.4 -1.2
-1.4 -1.3 2.3
1.1 1.5 2.8
2.0 -0.5 -0.1
0.2 -0.6 -0.1
-1.2 -1.0 -2.7